Below is a structure of composition C51H43MnN7O5S2, with properties calculated with ωB97M-V with the def2-TZVPD basis set.

Geometry as XYZ:
```
109
C51H43MnN7O5S2 (ωB97M-V with the def2-TZVPD basis set)
Mn 1.4580 0.6865 -0.9495
O 2.9561 -2.2898 0.8639
C 2.2346 -1.8042 0.0510
N 1.0308 -1.0452 0.3132
C 4.3148 1.1671 1.4631
C 3.1526 1.7773 1.4952
C 2.8667 3.1393 0.9975
C 2.5020 4.0811 1.9322
C 2.5180 3.6964 3.3624
C 2.1607 2.4127 3.5188
N 2.1492 1.4165 2.5581
C 2.7260 -1.7413 -1.3560
C 3.3110 -2.8961 -1.8806
C 3.6009 -2.9084 -3.2195
C 3.5273 -1.6678 -3.9635
C 3.1818 -0.5628 -3.3047
N 2.6080 -0.5777 -2.0671
H 4.9169 1.6740 0.7587
H 4.5121 0.2143 1.9915
H 2.9805 3.4452 -0.0434
H 2.3330 5.1069 1.7111
H 2.5016 4.3704 4.2236
H 1.6148 2.1495 4.4563
H 3.2553 -3.7781 -1.2185
H 3.7696 -3.8241 -3.5472
H 3.7293 -1.5248 -4.9769
H 2.9970 0.3285 -3.8881
C -5.4898 1.6646 0.5321
C -4.8336 0.2907 0.6982
C -5.6136 -0.8334 0.6010
C -5.0270 -2.1793 0.7843
C -3.6716 -2.1867 0.9503
C -2.8519 -1.0375 1.1634
C -3.4523 0.1783 1.0107
N -2.6854 1.3589 1.1731
C -1.3658 1.8211 0.5789
N -0.5780 2.3648 1.6848
C -0.2864 1.4461 2.7162
C 0.8819 0.4914 2.5896
C 0.9684 -0.5210 3.7564
C -0.0722 -0.5361 4.9102
C -0.9871 0.4077 4.8353
C -1.0914 1.4292 3.8407
C -1.9174 2.6804 4.1352
N -0.7435 0.7615 -0.2536
C -0.8248 1.2162 -1.5415
C 0.4362 3.4425 -1.6650
C 0.7584 3.9843 -4.0978
C 0.0708 1.5691 -4.8465
C -0.2440 0.5829 -3.9778
C -0.6157 0.3180 -2.5641
C -0.7542 -1.1791 -2.1479
H -5.0793 2.1827 -0.3868
H -5.4070 2.1956 1.4843
H -6.5535 1.4795 0.3015
H -6.6591 -0.6854 0.4943
H -5.5487 -3.0989 0.5682
H -3.1807 -3.1984 1.0871
H -1.8048 -1.1391 1.4136
H -3.1812 2.2464 1.0602
H 0.2185 2.8453 1.2568
H 1.9449 -0.6425 4.1857
H -0.0505 -1.2298 5.7382
H -1.8106 0.4003 5.6039
H -2.9316 2.4832 4.2458
H -1.8212 3.3290 3.1986
H -1.5596 3.1763 5.0459
H 0.5270 4.0420 -0.8111
H 0.9752 4.9129 -4.6142
H 0.3080 0.9928 -5.7456
H -0.1158 -0.2807 -4.5325
H 0.1617 -1.7914 -2.3012
H -1.6147 -1.4460 -2.7985
H -1.1207 -1.1492 -1.1643
O -1.5425 2.9732 -0.2510
C -0.9301 2.7043 -1.5252
N 1.5115 2.4818 -1.9499
S 2.2352 3.1952 -3.2518
O 2.8078 2.1537 -4.1713
O 3.0437 4.3070 -2.9333
C -0.1619 3.9743 -2.9764
C 0.1181 3.1025 -5.1665
C -1.1922 3.6596 -5.7253
C -2.3087 3.6015 -4.9383
C -2.4715 3.1996 -3.6133
C -1.3633 3.3800 -2.8051
H 0.7828 3.1231 -6.0247
H -1.3445 4.0156 -6.7807
H -3.2003 3.9813 -5.5415
H -3.3608 2.7801 -3.1578
C 1.9605 -6.9655 0.4179
C 0.9875 -7.9669 1.0582
O 1.1715 -9.1423 0.9198
S -0.4516 -7.4653 1.9240
C -0.1099 -5.6886 2.2075
C 0.7350 -5.2461 3.1837
C 0.9511 -3.8858 3.4363
C 0.2523 -2.9035 2.6100
C -0.4605 -3.4268 1.5839
C -0.7753 -4.7684 1.3861
C 0.5046 -1.5095 2.7401
C 0.8172 -0.7486 1.6676
H 2.2435 -6.2474 1.3061
H 1.5169 -6.2220 -0.3290
H 2.8376 -7.3415 -0.1181
H 1.3072 -6.0089 3.7811
H 1.5432 -3.5020 4.2176
H -0.9769 -2.7490 0.8850
H -1.2922 -5.0496 0.4566
```

As for the expectation value of S²: 8.76. As for the net charge: -2. The energy above the lowest of the compared OMol25 structures with the same formula, charge and spin is 248.7 kcal per mole. The gap between HOMO and LUMO (spin up / spin down) comes out at 4.050 / 4.064 eV. The multiplicity is 6.